DFT (ωB97M-V/def2-TZVPD) results for a molecular structure, C36H20B4N4O32Y in a non-equilibrium geometry.

Geometry as XYZ:
```
97
Properties=species:S:1:pos:R:3:mulliken_charge:R:1
Y -0.75 -0.09 -0.08 1.41
O -2.54 -4.80 -0.56 -0.57
O 1.32 5.17 3.12 -0.57
O 2.16 -0.34 4.01 -0.64
O -2.06 -2.00 -1.03 0.39
O -7.72 -3.45 -4.26 -0.57
O 3.53 4.72 5.72 -0.56
O -3.70 -2.24 -2.54 -0.39
O -0.50 1.49 1.61 0.16
O 4.31 -0.03 3.36 -0.56
O 0.84 2.21 -3.84 -0.46
O -0.60 3.97 3.98 -0.47
O 8.12 1.57 1.84 -0.59
O -2.43 2.98 3.15 -0.60
O -4.28 -3.62 -4.45 -0.54
O 5.07 6.19 -0.73 -0.57
O 3.86 0.18 1.08 -0.62
O 3.01 6.58 3.46 -0.58
O 0.97 2.77 2.72 -0.33
O 2.80 2.49 -1.05 -0.22
O -5.95 -3.15 -2.91 -0.58
O 6.85 4.00 -1.54 -0.57
O 5.86 1.29 2.01 -0.40
O 2.75 3.26 -3.28 -0.50
O 5.87 -1.03 1.78 -0.60
O 3.48 4.78 -1.47 -0.56
O 4.90 3.07 -2.20 -0.49
O -5.59 -3.99 -6.25 -0.57
O 1.65 -0.10 1.19 0.20
O 1.71 3.71 4.86 -0.49
O 8.07 -1.34 1.51 -0.61
O 0.92 1.27 -1.11 -0.02
O -4.04 -4.55 -2.24 -0.51
N -3.03 0.46 0.51 0.70
N -1.22 -1.52 1.89 1.37
N -1.22 0.13 -2.55 2.12
N 0.76 -1.88 -0.50 1.74
C -0.61 -0.60 -4.78 -1.15
C -5.38 0.62 -0.13 -1.35
C -3.15 -4.17 -1.38 0.27
C 2.60 -3.96 -0.97 -0.57
C -5.43 -3.70 -5.10 0.61
C 5.67 4.01 -1.62 0.62
C 1.70 2.52 -3.06 0.14
C -5.75 0.79 1.20 -0.48
C -2.90 -2.65 -1.59 0.34
C -4.04 0.39 -0.39 0.15
C -0.61 -2.42 4.05 -1.04
C -0.22 2.39 2.38 0.26
C 2.41 5.59 3.74 0.63
C 0.49 -3.19 -0.23 -0.59
C -0.40 -1.60 2.97 -0.55
C -1.25 3.17 3.20 0.21
C 1.37 -4.24 -0.39 -1.15
C 2.74 0.00 1.69 0.39
C -1.39 0.39 -5.37 -0.51
C -0.59 -0.70 -3.39 -0.56
C -2.35 -2.26 2.01 -0.02
C 3.01 -0.11 3.20 0.29
C 2.90 -2.67 -1.36 -1.03
C -2.07 1.23 -4.51 -1.21
C 2.67 4.63 4.92 0.60
C 1.73 2.04 -1.59 0.37
C -1.94 1.10 -3.15 -0.64
C -2.70 -3.01 3.11 -1.09
C 7.13 -0.63 1.68 0.62
C -4.75 0.87 2.15 -1.23
C -3.44 0.75 1.77 -0.28
C -1.80 -3.12 4.16 -0.62
C -6.54 -3.45 -4.06 0.57
C 7.12 0.91 1.83 0.52
C 4.72 5.15 -1.21 0.61
C 1.94 -1.70 -1.12 -0.12
B 4.98 0.11 2.05 1.23
B -4.51 -3.36 -3.03 0.84
B 3.50 3.42 -2.02 0.85
B 0.85 3.92 3.70 0.93
H 2.24 -0.69 -1.36 0.16
H -6.80 0.94 1.44 0.42
H 0.04 -1.47 -2.97 0.31
H -3.77 0.14 -1.41 0.14
H 1.09 -5.22 -0.05 0.55
H -2.44 1.85 -2.55 0.46
H -0.11 -1.32 -5.40 0.52
H 0.51 -1.01 2.89 0.33
H 3.35 -4.73 -1.14 0.41
H -4.97 0.97 3.20 0.50
H -2.67 0.81 2.52 0.75
H 0.09 -2.44 4.88 0.56
H -1.96 -3.76 5.01 0.44
H -0.49 -3.36 0.18 0.29
H -2.70 2.01 -4.93 0.47
H -6.12 0.59 -0.92 0.53
H -3.55 -3.68 3.11 0.47
H -3.08 -2.22 1.21 0.31
H 3.85 -2.40 -1.80 0.62
H -1.43 0.40 -6.45 0.52
```

Properties
Largest force on an atom   2.7 eV Å⁻¹
E_HOMO   -7.6 eV
Net charge   -1

DFT (ωB97M-V/def2-TZVPD) results for a molecular structure, C36H21B6FeN3O48 in a non-equilibrium geometry.

Geometry as XYZ:
```
115
Properties=species:S:1:pos:R:3:lowdin_spin:R:1
Fe -16.99 -8.95 4.66 4.46
O -13.72 -5.30 6.50 0.00
O -14.69 -1.32 1.51 0.00
O -15.91 -6.46 4.83 0.01
O -16.82 -13.06 3.99 0.00
O -17.48 -12.67 9.59 0.00
O -16.47 -6.68 7.85 0.00
O -17.94 -2.09 0.08 0.00
O -15.42 -2.47 8.90 0.00
O -18.31 -14.86 3.19 0.00
O -16.67 -10.83 3.83 0.06
O -22.64 -14.82 2.83 0.00
O -18.48 -3.36 1.85 0.00
O -18.25 -5.86 9.03 0.00
O -16.23 -4.33 4.31 0.00
O -20.05 -16.26 9.04 0.00
O -16.70 -10.56 9.59 0.00
O -19.08 -16.65 4.24 0.00
O -14.51 -3.37 5.58 0.00
O -22.03 -11.30 5.36 0.00
O -17.15 -17.05 8.50 0.00
O -16.94 -14.83 8.57 0.00
O -18.15 -5.75 2.55 0.00
O -16.74 -0.12 3.39 0.00
O -19.86 -7.11 7.96 0.00
O -16.11 -17.17 4.55 0.00
O -16.60 -11.50 0.92 0.00
O -14.58 -2.89 3.16 0.00
O -19.60 -5.02 0.74 0.00
O -18.28 -7.34 4.14 0.08
O -18.92 -9.78 4.92 0.07
O -19.87 -11.76 4.62 0.00
O -20.77 -5.95 4.82 0.00
O -16.15 -1.91 4.58 0.00
O -16.69 -13.61 1.70 0.00
O -21.77 -12.88 3.54 0.00
O -20.23 -4.76 3.00 0.00
O -21.66 -9.13 5.91 0.00
O -16.69 -4.23 8.28 0.00
O -16.07 -15.29 3.30 0.00
O -17.58 -12.93 7.24 0.00
O -22.23 -15.55 5.66 0.00
O -14.69 -4.21 11.12 0.00
O -21.17 -13.57 5.66 0.00
O -19.57 -4.20 -1.35 0.00
O -17.13 -10.81 6.71 0.01
O -17.55 -8.14 6.52 0.08
O -19.16 -14.21 8.77 0.00
O -16.08 -5.62 10.08 0.00
N -15.11 -9.05 5.84 0.05
N -18.48 -9.36 2.21 0.01
N -15.91 -8.42 2.93 0.06
C -16.65 -12.33 1.81 0.00
C -18.69 -6.35 3.56 0.01
C -16.62 -16.22 3.99 0.00
C -14.51 -8.73 9.49 0.00
C -18.86 -9.51 1.14 0.00
C -19.11 -15.54 8.81 0.00
C -18.43 -3.08 0.52 0.00
C -21.81 -14.59 5.07 0.00
C -21.31 -10.18 5.43 0.00
C -15.60 -5.29 4.91 0.00
C -15.82 -3.59 9.05 0.00
C -17.62 -15.94 8.62 0.00
C -14.16 -9.01 6.48 0.01
C -17.10 -11.54 9.02 0.00
C -12.96 -8.93 7.34 0.00
C -18.71 -7.34 -1.09 0.00
C -15.25 -8.11 2.06 0.01
C -17.23 -11.72 7.52 0.00
C -15.57 -5.35 0.69 0.00
C -18.73 -6.77 8.17 0.00
C -22.07 -14.17 3.66 0.00
C -13.23 -9.26 8.81 0.00
C -17.49 -7.37 7.47 0.01
C -19.27 -9.73 -0.27 0.00
C -19.26 -4.15 -0.18 0.00
C -14.44 -4.71 5.75 0.00
C -15.01 -1.82 2.56 0.00
C -19.87 -10.54 4.99 0.01
C -16.07 -1.12 3.57 0.00
C -20.07 -5.73 3.88 0.00
C -15.41 -4.50 10.18 0.00
C -16.71 -11.94 3.34 0.01
C -18.14 -15.99 3.85 0.00
C -18.48 -8.84 -1.20 0.00
C -14.31 -6.24 0.66 0.00
C -14.47 -7.76 0.87 0.00
B -15.35 -3.15 4.40 0.00
B -19.08 -4.71 2.07 0.00
B -17.00 -14.18 3.03 0.00
B -17.82 -13.67 8.53 0.00
B -21.19 -12.37 4.80 0.00
B -16.84 -5.63 8.83 0.00
H -13.54 -5.87 1.34 0.00
H -12.28 -9.12 9.34 0.00
H -17.43 -9.08 -1.03 0.00
H -15.74 -4.93 1.68 0.00
H -13.87 -6.25 -0.34 0.00
H -13.30 -10.35 8.83 0.00
H -20.36 -9.71 -0.28 0.00
H -16.39 -5.96 0.33 0.00
H -15.42 -4.50 0.01 0.00
H -13.49 -8.23 0.89 0.00
H -18.15 -6.86 -1.89 0.00
H -15.06 -8.26 0.10 0.00
H -12.31 -9.64 6.81 0.00
H -19.72 -6.94 -1.04 0.00
H -14.52 -7.66 9.70 0.00
H -15.34 -8.83 8.79 0.00
H -12.48 -7.98 7.12 0.00
H -18.65 -8.99 -2.26 0.00
H -18.25 -6.83 -0.24 0.00
H -19.10 -10.78 -0.52 0.00
H -14.74 -9.30 10.39 0.00
```

Properties
Largest force on an atom   3.3 eV Å⁻¹
E_HOMO (spin up / spin down)   -4.4 / -4.4 eV
Net charge   -3
<S²>   8.7556
Multiplicity   6

DFT (ωB97M-V/def2-TZVPD) results for a molecular structure, C36H21F15GeN5O5SSr in a non-equilibrium geometry.

Geometry as XYZ:
```
85
Properties=species:S:1:pos:R:3:mulliken_charge:R:1
Sr -0.80 -1.23 1.02 2.05
Ge 1.93 1.75 -1.08 0.80
S 1.32 0.85 0.72 -0.46
F -2.32 3.87 -4.95 -0.33
F 4.72 -1.55 -5.42 -0.33
F 6.06 3.82 1.45 -0.31
F 0.99 -0.47 -2.81 -0.21
F 3.04 6.96 -0.30 -0.31
F 6.19 0.30 -4.10 -0.32
F 5.29 6.39 1.10 -0.32
F 2.10 -1.91 -4.80 -0.35
F -3.04 3.08 -2.46 -0.34
F 0.29 3.79 -5.71 -0.33
F 2.16 2.94 -4.00 -0.37
F 1.59 5.01 -1.37 -0.26
F 5.10 1.79 -2.20 -0.28
F -1.20 2.20 -0.75 -0.19
F 4.61 1.83 0.42 -0.33
O -1.59 -0.99 -1.15 -0.60
O 0.51 -2.78 2.17 -0.45
O -1.92 -1.96 -3.16 -0.80
O 2.03 -4.46 2.04 -0.78
O 2.46 -4.77 -3.12 -0.55
N 0.01 -2.94 -0.41 -0.10
N -2.08 -2.31 3.38 0.56
N -3.17 -2.46 0.80 0.08
N -2.76 0.07 1.95 1.32
N -0.36 -0.02 3.31 0.14
C -4.10 -1.36 0.52 -1.15
C 2.83 -1.03 -4.11 -0.20
C -5.10 0.49 1.97 -1.17
C -1.39 3.42 -4.10 0.68
C -3.42 -2.85 3.24 -0.83
C -1.36 -1.84 -2.07 0.08
C -3.60 -3.42 1.83 -1.20
C -0.07 3.37 -4.49 0.26
C 4.57 5.40 0.57 0.63
C 1.06 -3.64 0.03 -0.13
C -4.90 1.50 2.89 -0.51
C -0.22 -2.83 -1.72 0.48
C -2.57 1.01 2.87 0.45
C 1.24 -3.65 1.57 -0.39
C 0.56 -3.46 -2.66 -0.96
C 4.32 0.85 -2.76 0.83
C 3.00 0.68 -2.37 -0.67
C 0.56 2.47 -2.32 -0.56
C -3.63 1.76 3.37 -1.09
C 4.96 4.09 0.74 -0.02
C 4.20 3.08 0.19 0.12
C -0.45 -0.88 4.50 -1.32
C -0.78 2.55 -1.97 -0.27
C 3.43 5.69 -0.15 -0.03
C 0.88 2.91 -3.59 0.84
C 2.70 4.65 -0.70 0.65
C -1.75 3.01 -2.83 0.10
C -3.99 -0.23 1.53 0.34
C 1.66 -4.18 -2.20 1.06
C 4.16 -0.83 -4.44 0.80
C 2.29 -0.28 -3.09 0.35
C 4.91 0.11 -3.76 -0.01
C 1.93 -4.27 -0.83 -0.64
C -1.14 1.22 3.36 -1.20
C 3.06 3.32 -0.57 -0.34
C -1.80 -1.58 4.60 -0.92
H -2.60 -0.84 4.74 0.39
H -4.64 -3.73 1.69 0.38
H -5.75 2.08 3.26 0.41
H -3.67 -3.63 3.97 0.44
H 0.32 -1.64 4.39 0.51
H -1.80 -2.21 5.50 0.51
H -1.16 1.65 4.36 0.32
H -4.13 -2.03 3.40 0.34
H 2.78 -4.81 -0.43 0.47
H -0.66 1.94 2.69 0.34
H -1.37 -3.02 3.23 0.17
H -0.26 -0.32 5.42 0.48
H -2.98 -2.94 -0.07 0.26
H 0.61 0.20 3.14 0.28
H -3.82 -0.95 -0.45 0.28
H -2.96 -4.30 1.73 0.51
H -5.14 -1.71 0.47 0.36
H 3.19 -5.21 -2.67 0.29
H -6.08 0.24 1.61 0.48
H 0.36 -3.36 -3.71 0.61
H -3.45 2.52 4.12 0.49
```

Properties
Largest force on an atom   1.5 eV Å⁻¹
E_HOMO   -5.9 eV
Net charge   -1

DFT (ωB97M-V/def2-TZVPD) results for a molecular structure, C36H22BrCl5N4O4Re in a non-equilibrium geometry.

Geometry as XYZ:
```
73
Properties=species:S:1:pos:R:3:lowdin_spin:R:1
Re 0.49 -0.24 0.60 2.44
Br -2.31 -0.88 -3.07 0.00
Cl 6.19 1.37 3.56 0.01
Cl 3.60 -1.52 -0.12 0.02
Cl 1.42 3.00 1.76 0.01
Cl 6.06 -1.08 1.65 0.00
Cl 3.86 3.43 3.55 0.00
O 1.89 -0.83 -2.79 0.01
O -0.16 0.57 2.40 0.07
O 0.27 -1.18 -1.28 0.05
O 1.01 -2.14 1.11 0.12
N -1.42 -1.29 1.32 0.02
N 2.33 1.77 -1.43 0.01
N -2.14 -0.57 2.21 0.02
N -0.43 1.52 -0.41 0.01
C 0.84 -1.34 -2.42 0.01
C 3.73 1.99 2.64 -0.01
C -3.42 1.41 3.76 0.00
C 1.38 2.74 -1.61 0.00
C 2.58 1.72 1.89 0.03
C 0.16 -2.35 -3.31 0.00
C 4.72 -0.02 1.79 -0.01
C -1.24 2.22 4.38 0.00
C -1.41 0.39 2.72 0.00
C -0.93 -4.21 -5.07 0.00
C 0.87 -5.33 -0.56 0.00
C -3.22 3.27 5.26 0.00
C -1.83 3.19 5.18 0.00
C 0.50 -3.19 0.51 0.01
C 1.35 -4.23 0.10 0.01
C 0.39 -4.33 -4.67 0.00
C 2.41 0.54 1.15 0.00
C -1.81 -2.44 0.92 0.02
C 0.93 -3.39 -3.81 0.00
C -1.17 -2.26 -3.70 0.00
C 0.85 4.95 -2.52 0.00
C -1.72 1.47 -0.12 0.02
C -2.66 2.45 -0.44 0.00
C 3.56 -0.26 1.05 0.03
C -1.72 -3.17 -4.59 0.00
C -0.50 -5.47 -0.82 0.01
C -1.36 -4.49 -0.38 0.00
C -2.03 1.33 3.66 0.00
C 0.02 2.59 -1.17 0.00
C -4.01 2.37 4.56 0.00
C 4.79 1.08 2.62 0.03
C -0.89 3.64 -1.50 0.00
C -0.89 -3.35 0.28 0.01
C -2.24 3.55 -1.11 0.01
C -0.46 4.80 -2.19 0.00
C 1.75 3.93 -2.22 0.00
H 1.55 -6.11 -0.89 0.00
H 3.25 2.07 -1.72 0.00
H -2.91 4.36 -1.35 0.00
H 1.97 -3.46 -3.50 0.00
H -2.09 0.61 0.42 0.00
H -3.68 4.05 5.86 0.00
H -5.09 2.43 4.63 0.00
H 0.99 -5.15 -5.04 0.00
H -1.36 -4.91 -5.77 0.00
H 2.41 -4.12 0.30 0.00
H -2.80 -2.80 1.20 0.00
H 2.79 4.04 -2.52 0.00
H -4.03 0.70 3.21 0.00
H -1.20 5.55 -2.44 0.00
H -0.17 2.16 4.30 0.00
H -2.43 -4.59 -0.54 0.00
H -1.21 3.87 5.74 0.00
H 2.15 0.85 -1.82 0.00
H -2.75 -3.07 -4.90 0.00
H 1.19 5.83 -3.04 0.00
H -3.69 2.32 -0.13 0.00
H -0.88 -6.34 -1.34 0.00
```

Properties
Largest force on an atom   1.7 eV Å⁻¹
E_HOMO (spin up / spin down)   -7.8 / -8.1 eV
Net charge   0
<S²>   3.7761
Multiplicity   4